{
  "formula": "C2H6NS",
  "method": "ωB97M-V/def2-TZVPD",
  "fmax_ev_per_a": 6.55,
  "charge": 1,
  "spin_multiplicity": 1,
  "e_above_lowest_kcal_mol": 26.3,
  "smiles": "[NH3+][C@H]1CS1",
  "homo_energy_ev": -14.48,
  "molar_mass_g_mol": 76.14,
  "homo_lumo_gap_ev": 10.498,
  "lumo_energy_ev": -3.99,
  "elements": ["C", "C", "N", "S", "H", "H", "H", "H", "H", "H"],
  "xyz": [[0.2639, -1.1194, 0.9183], [0.2065, 0.3266, 0.4952], [-0.4706, 0.7649, -1.1556], [1.7960, -0.3166, 0.6135], [0.0508, -1.2935, 1.9862], [-0.0566, -1.8796, 0.1376], [-0.4443, 1.0345, 1.0698], [0.5307, 0.9122, -1.6461], [-0.9279, 1.6472, -1.0599], [-0.9484, -0.0763, -1.3590]]
}